# 1
{
  "formula": "C38H76F9N2O2S",
  "method": "ωB97M-V with the def2-TZVPD basis set",
  "e_homo_ev": -11.47,
  "gap_ev": 8.661,
  "spin_multiplicity": 1,
  "max_force_ha_per_bohr": 0.090,
  "charge": 1,
  "elements": ["H", "C", "C", "C", "C", "F", "H", "H", "H", "H", "H", "N", "H", "C", "H", "H", "H", "H", "H", "H", "C", "H", "C", "H", "C", "H", "C", "F", "C", "H", "F", "H", "H", "C", "H", "C", "F", "C", "H", "C", "H", "C", "H", "N", "S", "H", "O", "H", "C", "F", "O", "C", "H", "C", "C", "F", "C", "C", "H", "C", "C", "H", "H", "H", "H", "H", "H", "H", "H", "H", "C", "H", "H", "C", "C", "H", "H", "H", "H", "H", "H", "C", "C", "H", "H", "F", "H", "F", "C", "H", "H", "H", "C", "C", "H", "C", "H", "F", "H", "H", "H", "H", "H", "H", "H", "H", "H", "H", "H", "C", "C", "H", "H", "H", "C", "H", "H", "H", "H", "H", "H", "C", "H", "H", "C", "H", "C", "H"],
  "coordinates": [[2.4058, 7.8618, 3.3868], [-0.1436, -3.7209, -1.6914], [1.0224, 8.3142, 4.9950], [-5.3942, 0.7959, -4.4931], [0.8922, 0.1857, -1.1642], [-4.1710, 2.9238, -3.9448], [0.2896, -3.5586, 1.2604], [1.4228, 5.2480, 6.6403], [2.6466, 7.2191, 5.8835], [1.8418, -7.8479, 3.5361], [-3.9560, 1.4559, 0.5932], [-0.9434, 1.0151, 0.4469], [0.2099, -4.0140, -2.7255], [-1.0712, 6.2532, 7.3542], [-2.1259, -4.6896, -2.3691], [3.2628, 1.8524, -5.4441], [-1.0351, 6.3833, 5.2052], [-3.5626, -0.3412, 0.6700], [1.6726, 3.3479, 1.1916], [2.5573, -1.4434, 1.0386], [0.7450, -6.9281, 1.9308], [-5.3651, -0.2187, -0.8495], [1.5589, 7.2899, 5.9956], [-0.1298, -9.2408, 0.5555], [4.1975, 2.4626, -3.4979], [-0.5259, -2.5058, 2.5620], [1.3283, 7.9539, 3.5464], [-3.0265, 0.9524, -3.6216], [1.1424, -9.4556, 2.3002], [-2.1366, 1.9364, -1.0458], [-5.9421, -0.3370, -3.8689], [2.8364, -6.4947, 1.5631], [-2.1577, 6.1420, 7.4003], [-0.3870, -2.6689, 1.4342], [0.5690, -4.0639, -0.8677], [0.9597, -8.0699, 2.9250], [-3.8292, -0.8789, -5.6593], [0.5299, 2.8092, -0.7402], [0.2674, -1.8166, -3.6321], [-0.7532, -0.1394, 1.3727], [-1.4246, -2.7879, 0.9846], [-0.2645, 4.4046, 1.2470], [-0.6367, 5.6536, 8.1580], [4.2422, 1.0194, -3.0580], [-4.8725, 0.2734, -6.2189], [6.9615, -0.0392, -3.0129], [-0.2055, 5.8593, 1.2634], [-3.9009, -0.5590, -1.8707], [-3.4911, 0.5819, 0.0201], [-6.4804, 1.6848, -4.6366], [4.4827, -0.4323, -4.9692], [2.8639, 0.5069, -2.8377], [-1.2640, 4.0305, 0.8453], [3.9907, 2.6516, -5.0740], [-1.5092, -4.5534, -1.4194], [-3.7102, 1.4377, -6.3503], [1.9264, -6.7120, 0.9977], [-0.5532, 5.7993, 5.9966], [1.3295, 2.8818, -1.5529], [-0.4860, -2.1342, -1.5730], [-0.0052, -9.9226, 1.4032], [-2.1897, -4.0456, -0.6666], [6.9958, -0.4053, -4.8029], [-1.5011, -2.0657, -1.0360], [-2.1023, -10.4331, 1.4637], [-4.5263, 2.5361, -1.6077], [1.8573, -0.1709, 2.1484], [1.3879, 7.6677, 7.0086], [1.2665, 5.4462, 4.9099], [0.8554, 7.0136, 3.2562], [-4.2995, 1.5456, -3.6230], [-1.4868, -2.2928, -3.6340], [-1.0290, -0.5775, -3.2033], [1.6698, -1.1913, 1.6918], [-0.7237, -1.6622, -3.0713], [-0.0562, 8.4460, 5.1208], [1.6800, -1.9503, 2.5493], [1.5466, -1.8873, -0.7835], [1.1275, 1.3350, 0.7683], [-0.8580, 4.7585, 5.8380], [1.4787, 9.2845, 5.2145], [0.9691, 5.8823, 5.8701], [0.5590, -1.3035, -0.7051], [-1.6721, -9.1110, 2.5468], [2.0715, -9.4755, 1.7212], [-6.1315, -0.8288, -6.2309], [5.1832, 2.9332, -3.1948], [-4.4920, -0.2155, -7.7549], [-2.0415, 0.9015, -0.5571], [-1.2391, -10.7776, 2.9676], [-0.9594, 6.2123, 1.7802], [-0.1593, 4.0935, 2.3492], [4.9790, 0.2487, -4.0576], [-1.3283, -10.0662, 2.1428], [0.5808, -6.0030, 2.4944], [-4.4125, 0.2550, -1.2734], [2.1522, 1.2547, -3.3428], [-5.9490, 1.3701, -6.9010], [2.8270, 1.3704, -0.7228], [0.2624, -10.8949, 0.9767], [3.5145, 3.6491, -5.3581], [-5.9658, 1.5523, -2.1781], [-1.2750, -5.6151, -1.0569], [-1.1827, 1.8316, 1.0471], [1.7284, -5.8630, 0.3371], [5.0020, 2.6032, -5.5875], [6.9481, 1.3605, -4.3014], [2.1118, -7.5862, 0.3702], [2.6638, -0.5245, -3.2600], [0.2531, -1.2777, 0.8952], [6.5864, 0.3198, -4.0200], [1.5645, 4.7200, -0.0137], [1.2780, -10.1831, 3.1083], [0.1139, -8.0921, 3.6197], [1.0012, 3.8366, 0.4181], [-0.2942, 0.3014, 2.3300], [3.0936, -0.4243, -0.7891], [-0.1619, -7.0966, 1.3423], [-0.4335, 3.2350, -1.1514], [-1.8490, 0.1887, -1.4131], [-1.7119, -0.6384, 1.7223], [0.4130, 1.3375, -0.1286], [0.4887, 0.5219, -2.1649], [3.3453, 3.0357, -2.9915], [2.5009, 0.4128, -1.2652], [-0.8407, 7.3036, 7.5445], [-4.8340, 1.5492, -2.0973], [0.9534, 8.7323, 2.8772]]
}


# 2
{
  "formula": "C15H6Cl10S2",
  "method": "ωB97M-V with the def2-TZVPD basis set",
  "e_homo_ev": -8.92,
  "gap_ev": 8.878,
  "spin_multiplicity": 1,
  "max_force_ha_per_bohr": 0.081,
  "smiles": "Clc1c(Cl)c(Cl)c(CSCSCc2c(Cl)c(Cl)c(Cl)c(Cl)c2Cl)c(Cl)c1Cl",
  "elements": ["C", "Cl", "C", "Cl", "Cl", "C", "C", "H", "S", "C", "C", "C", "Cl", "H", "C", "C", "H", "C", "C", "Cl", "Cl", "S", "H", "Cl", "Cl", "H", "C", "C", "Cl", "Cl", "C", "H", "C"],
  "coordinates": [[1.3944, -3.5791, -0.8618], [0.4328, 4.2571, -1.9435], [-0.7467, 3.2510, 0.3387], [-0.7931, -5.0787, -1.6963], [3.5185, -1.9972, -0.1837], [-0.7817, 4.2562, -0.5857], [-1.7784, 3.1503, 1.2690], [0.0964, -0.9604, -0.1319], [-0.4872, 1.1346, -1.1797], [2.1795, -3.5600, 1.3855], [0.3665, -4.5275, -0.4951], [-1.6681, 5.3144, -0.4957], [3.2601, -2.8824, 2.5179], [1.2427, 2.5339, 0.0774], [0.2042, -4.8450, 0.8142], [0.2158, 2.1071, 0.2275], [1.2704, -3.4944, -3.2234], [0.4453, -0.4402, -0.9562], [-2.7211, 5.3177, 0.4305], [0.7911, -4.6459, 3.5400], [-1.4760, 6.6940, -1.6344], [0.1644, -1.6501, -2.3133], [1.5390, -0.2807, -0.7842], [-4.2744, 4.1686, 2.3279], [-2.0203, 1.8396, 2.2700], [2.3825, -2.3608, -2.4315], [-2.8466, 4.1460, 1.2497], [1.3922, -2.8794, -2.2855], [-1.2993, -5.5866, 1.2936], [-3.6767, 6.6326, 0.4588], [2.3397, -3.1905, 0.0936], [0.2590, 1.4971, 1.1070], [1.0751, -4.3414, 1.8005]]
}


# 3
{
  "formula": "C3H8NO2",
  "method": "ωB97M-V with the def2-TZVPD basis set",
  "e_homo_ev": -12.82,
  "relative_energy_kcal_mol": 150.29,
  "gap_ev": 8.859,
  "spin_multiplicity": 1,
  "max_force_ha_per_bohr": 0.128,
  "charge": 1,
  "elements": ["H", "C", "H", "C", "H", "H", "H", "H", "O", "H", "C", "N", "H", "O"],
  "coordinates": [[-1.2240, -1.2509, -1.1970], [1.5814, -0.6578, 0.3474], [2.3076, -1.0708, 1.1304], [-1.5844, 0.6384, -0.2619], [-1.3348, -1.1625, 0.4491], [-2.1937, 0.4171, 1.4737], [-1.4397, 1.3488, -1.0291], [2.1180, 0.3527, -1.4476], [-2.1383, 1.1554, 0.8017], [1.4312, -1.4330, -0.3179], [0.8797, 0.6079, 0.0920], [-1.5834, -0.7532, -0.4678], [0.9633, 1.4013, 0.9201], [2.2171, 0.4066, -0.4933]]
}